Record 1
{
  "formula": "C19H31N2O6Ru",
  "method": "ωB97M-V/def2-TZVPD",
  "symbols": ["Ru", "O", "C", "O", "C", "O", "C", "C", "O", "O", "H", "H", "H", "H", "H", "C", "C", "C", "C", "C", "C", "C", "C", "C", "C", "H", "H", "H", "H", "H", "H", "H", "H", "H", "H", "H", "H", "H", "H", "C", "N", "C", "C", "O", "N", "C", "C", "H", "H", "H", "H", "H", "H", "H", "H", "H", "H", "H", "H"],
  "xyz": [[0.22985, -0.75214, 0.49792], [-1.68265, 1.99397, 3.15173], [-0.93158, 1.37904, 2.28061], [-1.24971, 0.35018, 1.70623], [0.39065, 2.04071, 2.07144], [1.04515, 1.36597, 1.00570], [1.61314, 2.16115, 0.03263], [-1.19176, 3.64623, -0.89510], [-0.70402, 4.25659, -1.74314], [-1.67850, 3.02433, -0.03488], [-2.52526, 1.52703, 3.28720], [0.98272, 1.95296, 2.98686], [0.23834, 3.09819, 1.85832], [2.10847, 1.59117, -0.73546], [1.91185, 3.15940, 0.32012], [3.93498, -0.00093, 2.05129], [2.86113, -0.85386, 2.71816], [3.50903, -1.95351, 3.57450], [1.90804, -1.52945, 1.75638], [0.70295, -2.04021, 2.21367], [-0.20985, -2.67951, 1.32737], [0.11169, -2.89042, -0.02972], [-0.82657, -3.58573, -0.96464], [1.35137, -2.36750, -0.48740], [2.19155, -1.66699, 0.36663], [4.49581, 0.53541, 2.81526], [3.52552, 0.73752, 1.36156], [4.65224, -0.62209, 1.51153], [2.25923, -0.22405, 3.38215], [4.08537, -2.63740, 2.94880], [2.76819, -2.53372, 4.12457], [4.19124, -1.50412, 4.29457], [0.40826, -1.85799, 3.23962], [-1.19009, -2.96724, 1.68555], [-0.83252, -3.11230, -1.94580], [-1.83984, -3.61919, -0.57058], [-0.49002, -4.61631, -1.09653], [1.58609, -2.39444, -1.54348], [3.05871, -1.17460, -0.05226], [-3.04474, -0.72155, -0.56293], [-2.62765, 0.32989, -1.47302], [-3.70011, 1.27449, -1.78983], [-1.36797, 0.47024, -1.92145], [-0.33910, -0.02014, -1.33054], [-1.15377, 1.13666, -3.07065], [0.20186, 1.54802, -3.42659], [-2.06941, 1.06571, -4.21492], [-3.80969, -1.33909, -1.03793], [-3.46455, -0.28650, 0.34399], [-2.21057, -1.35781, -0.29394], [-4.18998, 1.55516, -0.85818], [-4.44298, 0.83223, -2.45433], [-3.30396, 2.16915, -2.25636], [0.74658, 1.84745, -2.53929], [0.13035, 2.40406, -4.09447], [0.73844, 0.74381, -3.93364], [-2.86627, 0.35312, -4.02867], [-1.50176, 0.71800, -5.07772], [-2.49396, 2.04090, -4.45086]],
  "total_charge": 2,
  "e_tot_ev": -38038.980,
  "multiplicity": 2,
  "e_above_lowest_ev": 0.094
}

---

Record 2
{
  "formula": "C27H35BiBrN3O4S2",
  "method": "ωB97M-V/def2-TZVPD",
  "symbols": ["Bi", "N", "C", "S", "N", "N", "C", "C", "C", "C", "C", "C", "C", "O", "H", "H", "H", "H", "H", "H", "H", "C", "C", "C", "C", "C", "C", "C", "Br", "C", "O", "C", "C", "C", "C", "C", "C", "H", "H", "H", "H", "H", "H", "H", "H", "H", "H", "H", "H", "H", "H", "H", "H", "H", "H", "H", "H", "O", "C", "O", "S", "C", "C", "C", "C", "H", "H", "H", "H", "H", "H", "H", "H"],
  "xyz": [[-3.04663, -0.49144, 2.10726], [-1.79695, -2.22528, 6.24027], [-2.07857, -1.93383, 4.93280], [-2.04822, -0.22718, 4.53432], [-2.35490, -2.93562, 4.17086], [-2.68436, -2.64730, 2.84857], [-2.55403, -3.67129, 2.07468], [-2.83024, -3.80568, 0.66858], [-2.42898, -5.01840, 0.07359], [-2.66665, -5.29014, -1.24885], [-3.36842, -4.34084, -2.00930], [-3.79424, -3.16161, -1.45377], [-3.51896, -2.84117, -0.10284], [-3.91498, -1.70093, 0.38047], [-1.31686, -1.52260, 6.77368], [-1.58488, -3.18804, 6.44370], [-2.17684, -4.56159, 2.57406], [-1.91393, -5.74425, 0.69267], [-2.33777, -6.21938, -1.69141], [-3.58650, -4.54694, -3.05049], [-4.33831, -2.42671, -2.03314], [5.03373, 0.44140, -2.83051], [4.83477, 0.75599, -1.34782], [5.29520, 2.19775, -1.09439], [5.70388, -0.20628, -0.52762], [3.37646, 0.60686, -0.91349], [3.02111, 0.89742, 0.40375], [1.71365, 0.75820, 0.80507], [1.26679, 1.13410, 2.60615], [0.72241, 0.32339, -0.07136], [-0.57817, 0.28492, 0.40942], [1.03521, 0.01485, -1.38814], [2.37553, 0.17889, -1.76776], [0.06361, -0.46998, -2.47951], [-1.38308, -0.69017, -2.03589], [0.05049, 0.57160, -3.60904], [0.56494, -1.81909, -3.02150], [6.08401, 0.58040, -3.09117], [4.44331, 1.10248, -3.46734], [4.76862, -0.59116, -3.06374], [6.32670, 2.32672, -1.42777], [5.25299, 2.45397, -0.03529], [4.66813, 2.90632, -1.63834], [6.75388, -0.09612, -0.80644], [5.40813, -1.24140, -0.70530], [5.61777, -0.01211, 0.54191], [3.75760, 1.22544, 1.12423], [2.63234, -0.04469, -2.79082], [-1.85723, 0.22034, -1.67201], [-1.46203, -1.46006, -1.27019], [-1.94907, -1.04303, -2.89961], [-0.29623, 1.53751, -3.23657], [-0.62753, 0.24853, -4.40107], [1.03794, 0.71422, -4.04866], [0.58442, -2.56485, -2.22505], [1.56320, -1.75547, -3.45354], [-0.11369, -2.17216, -3.80024], [-0.19833, -1.71602, 1.37732], [-0.92305, -0.78386, 1.20628], [-2.49756, 2.11115, 1.86138], [-1.51982, 3.02067, 1.14788], [-0.90941, 4.14301, 2.45125], [-1.62756, 5.49019, 2.31906], [-2.94679, 5.21284, 1.60071], [-2.55286, 4.32037, 0.43226], [0.17521, 4.20035, 2.37947], [-1.17280, 3.60871, 3.36432], [-1.02228, 6.16885, 1.71387], [-1.76840, 5.95813, 3.29271], [-3.45707, 6.11993, 1.27894], [-3.62163, 4.65790, 2.25569], [-1.93412, 4.85175, -0.29496], [-3.37208, 3.82152, -0.08226]],
  "total_charge": 0,
  "e_tot_ev": -138780.546,
  "multiplicity": 1,
  "e_above_lowest_ev": 0.000
}

---

Record 3
{
  "formula": "AsBF10Tl",
  "method": "ωB97M-V/def2-TZVPD",
  "symbols": ["Tl", "As", "F", "F", "F", "F", "F", "F", "B", "F", "F", "F", "F"],
  "xyz": [[0.69211, -1.68565, 1.86563], [-0.72605, 1.88480, 0.70323], [-0.30203, 3.25007, -0.38162], [-0.37862, 2.82072, 2.12445], [-1.28813, 0.53031, 1.74348], [-1.05022, 0.89241, -0.72715], [0.90332, 1.04057, 0.77417], [-2.41557, 2.55008, 0.53023], [0.92494, -2.30293, -1.34065], [1.00378, -3.37079, -0.55522], [1.91736, -1.41313, -1.03892], [0.93150, -2.58224, -2.66776], [-0.21241, -1.61422, -1.02988]],
  "total_charge": 0,
  "e_tot_ev": -93387.163,
  "multiplicity": 2
}

---

Record 4
{
  "formula": "C26H66N8O14",
  "method": "ωB97M-V/def2-TZVPD",
  "symbols": ["C", "C", "O", "N", "H", "H", "C", "H", "H", "H", "H", "H", "H", "C", "C", "O", "N", "H", "H", "C", "H", "H", "H", "H", "H", "H", "C", "C", "O", "N", "H", "H", "C", "H", "H", "H", "H", "H", "H", "C", "C", "O", "N", "H", "H", "C", "H", "H", "H", "H", "H", "H", "C", "C", "O", "N", "H", "H", "C", "H", "H", "H", "H", "H", "H", "C", "C", "O", "N", "H", "H", "C", "H", "H", "H", "H", "H", "H", "C", "C", "O", "N", "H", "H", "C", "H", "H", "H", "H", "H", "H", "C", "C", "O", "N", "H", "H", "C", "H", "H", "H", "H", "H", "H", "O", "C", "O", "O", "H", "O", "C", "O", "O", "H"],
  "xyz": [[9.01060, -4.47957, -3.43365], [7.50655, -4.63335, -3.49888], [6.88634, -5.72043, -3.37474], [6.73017, -3.33120, -3.68950], [7.36007, -2.55146, -3.81334], [6.33945, -3.38614, -4.61925], [5.67880, -3.05779, -2.62381], [9.32586, -4.17057, -2.43704], [9.35634, -3.85319, -4.25598], [9.43127, -5.45584, -3.67458], [6.10535, -2.77176, -1.66239], [5.02219, -3.90770, -2.43780], [5.20337, -2.14552, -2.98413], [-0.76654, -2.20847, -6.49093], [-2.23869, -2.40891, -6.79281], [-2.59593, -2.79685, -7.87818], [-3.14728, -2.25486, -5.58021], [-3.73420, -3.07632, -5.55129], [-2.56002, -2.29468, -4.75946], [-4.01034, -1.02909, -5.59443], [-0.15455, -1.98699, -7.36529], [-0.40097, -3.00858, -5.84728], [-0.62584, -1.23904, -6.01290], [-4.41433, -0.64917, -6.53280], [-3.41881, -0.22441, -5.15774], [-4.88941, -1.27663, -4.99939], [-2.35039, -6.85610, 0.83609], [-2.39808, -8.42763, 1.03661], [-2.35287, -9.19307, 0.09117], [-2.47950, -8.99910, 2.42806], [-2.02514, -8.40052, 3.10285], [-3.44731, -9.04878, 2.71261], [-1.87164, -10.35684, 2.55992], [-2.25380, -6.66704, -0.23303], [-1.36520, -6.50702, 1.14538], [-3.08643, -6.19942, 1.29989], [-0.83448, -10.41807, 2.23028], [-2.38854, -11.01283, 1.85950], [-2.00608, -10.63807, 3.60440], [-1.84092, 5.46965, -4.04159], [-1.13532, 5.18741, -5.31223], [-1.14742, 4.12545, -5.91050], [-0.18821, 6.33588, -5.73580], [-0.00329, 6.88857, -4.91091], [0.72872, 6.00654, -6.00202], [-0.63382, 7.24198, -6.92493], [-1.20784, 5.54501, -3.15748], [-2.64065, 4.77743, -3.77822], [-2.23681, 6.46385, -4.24880], [-1.40154, 7.90292, -6.52261], [-0.92780, 6.55743, -7.72059], [0.21484, 7.80813, -7.30878], [4.71002, -0.49464, 7.33453], [3.85143, -1.65591, 6.88955], [2.89634, -2.09673, 7.53790], [4.21704, -2.29711, 5.52611], [4.93187, -1.74690, 5.07181], [4.83670, -3.09174, 5.59457], [3.11086, -2.40356, 4.50433], [5.62474, -0.35269, 6.75901], [5.08444, -0.68983, 8.33942], [4.09756, 0.40211, 7.42860], [3.32131, -2.95209, 3.58622], [2.78920, -1.42672, 4.14321], [2.35883, -2.95038, 5.07314], [8.54170, 4.03369, 3.00025], [7.60297, 4.43971, 1.87629], [7.75313, 5.50150, 1.35720], [6.47510, 3.49515, 1.35208], [6.64027, 2.50455, 1.45947], [5.70412, 3.65053, 1.98575], [6.03321, 3.90044, -0.09496], [7.97211, 3.47065, 3.73961], [8.73787, 4.93947, 3.57400], [9.42085, 3.49726, 2.64329], [5.50186, 4.85212, -0.10322], [5.37291, 3.04800, -0.25442], [6.93839, 4.00566, -0.69303], [-4.48034, 5.25263, 3.07712], [-4.30336, 6.73782, 2.86577], [-5.19947, 7.46031, 2.59207], [-2.87929, 7.29125, 2.99472], [-2.08973, 6.66384, 2.93963], [-2.62562, 7.88545, 2.21840], [-2.68632, 7.98180, 4.35537], [-4.18036, 4.93607, 4.07607], [-3.77325, 4.71158, 2.44832], [-5.50300, 4.98456, 2.81175], [-1.62653, 8.20851, 4.47181], [-2.92397, 7.35717, 5.21645], [-3.27273, 8.89516, 4.25535], [-7.68202, -1.73155, 0.66705], [-9.16023, -1.57940, 0.77278], [-9.76169, -0.61018, 1.32886], [-9.83327, -2.80798, 0.17977], [-10.23933, -2.64256, -0.73009], [-9.19855, -3.59360, 0.17489], [-11.06459, -3.25351, 0.99689], [-7.31188, -2.45252, 1.39594], [-7.26992, -0.78025, 1.00365], [-7.37959, -2.02829, -0.33723], [-11.62785, -4.01506, 0.45755], [-11.68592, -2.39928, 1.26588], [-10.86470, -3.70876, 1.96688], [0.70424, 0.46481, -0.46673], [-0.44458, -0.05594, -0.90276], [-1.56894, 0.46874, -0.66383], [-0.33062, -1.12087, -1.52027], [0.53171, 1.24200, 0.06976], [0.52059, 4.17382, 5.11654], [1.12226, 3.76643, 4.06909], [2.15066, 3.15123, 4.31057], [0.74381, 4.06053, 2.95273], [0.94933, 3.83681, 5.90660]],
  "total_charge": 6,
  "e_tot_ev": -68551.015,
  "multiplicity": 1,
  "e_above_lowest_ev": 1.959
}